[1]
C4H5N3O | ωB97M-V/def2-TZVPD

The molar mass is 111.10 g mol⁻¹. The calculation puts the lowest unoccupied orbital energy at -0.05121 hartree. For the largest force on an atom, the calculation gives 9.0 eV/Å.

```
! RIJCOSX wB97M-V def2-TZVPD def2/J DEFGRID3
* xyz 0 1
C -0.53 1.16 2.05
C -1.12 -0.30 -1.28
C -0.14 -0.53 -2.45
C 0.33 -1.26 -3.31
H 2.36 -0.04 1.69
H 1.19 -0.02 0.57
H -1.03 1.81 2.89
H -2.46 -0.98 -0.95
H 1.15 -2.13 -3.58
N 1.26 -0.36 1.67
N 0.49 0.67 2.51
N -0.34 0.92 -0.51
O -1.18 1.05 0.71
*
```

Mulliken population analysis, charges in e, atoms 1 to 6: 0.0813, 0.0810, -0.2015, -0.1688, 0.3147, 0.2228


[2]
C4H5N3O | ωB97M-V/def2-TZVPD

The molar mass is 111.10 g mol⁻¹. The calculation puts the lowest unoccupied orbital energy at 0.01452 hartree. For the largest force on an atom, the calculation gives 2.2 eV/Å.

```
! RIJCOSX wB97M-V def2-TZVPD def2/J DEFGRID3
* xyz 0 1
C -1.37 0.58 0.74
C 1.67 -0.19 0.33
C -0.22 -0.50 -1.28
C -1.28 -0.01 -0.66
H -0.36 1.02 2.47
H 2.77 -0.35 0.37
H 1.74 -0.95 -1.55
H -0.35 -0.99 -2.28
H -2.20 0.00 -1.28
N -0.22 0.56 1.54
N 1.11 0.38 1.32
N 1.11 -0.65 -0.86
O -2.40 1.09 1.14
*
```

Mulliken population analysis, charges in e, atoms 1 to 6: 0.4818, 0.0290, -0.0088, -0.4698, 0.2736, 0.3185


[3]
C4H5N3O2 | ωB97M-V/def2-TZVPD

The molar mass is 127.10 g mol⁻¹. The calculation puts the lowest unoccupied orbital energy at -0.02370 hartree. For the largest force on an atom, the calculation gives 8.2 eV/Å.

```
! RIJCOSX wB97M-V def2-TZVPD def2/J DEFGRID3
* xyz 0 1
C -0.42 -0.93 -0.02
C 0.89 -1.14 -0.34
C 0.08 1.41 0.03
C -0.95 0.38 0.11
H -0.66 -2.82 0.65
H 1.31 -2.17 -0.43
H 2.83 -0.34 -0.06
H 0.52 3.28 0.06
H -2.81 -0.17 0.36
N 1.67 -0.06 -0.83
N 1.30 1.09 -0.26
N -2.19 0.71 0.25
O -1.35 -1.85 0.02
O -0.20 2.63 0.47
*
```

Mulliken population analysis, charges in e, atoms 1 to 6: 0.8852, -0.5222, 0.4020, 0.3514, 0.3867, 0.2351


[4]
C4H5N3O2 | ωB97M-V/def2-TZVPD

The molar mass is 127.10 g mol⁻¹. The calculation puts the lowest unoccupied orbital energy (alpha / beta) at -0.04373 / -0.04375 hartree. For the largest force on an atom, the calculation gives 6.4 eV/Å.

```
! RIJCOSX wB97M-V def2-TZVPD def2/J DEFGRID3
* xyz 0 1
C 0.47 -0.07 -0.04
C -1.04 -0.16 0.19
C 0.84 -1.48 -0.17
C 1.30 1.16 -0.05
N -1.35 -1.48 0.21
N -0.41 -2.27 0.09
N -2.08 0.83 0.27
O -1.72 2.00 0.43
O -3.23 0.52 0.13
H 1.06 -1.60 -1.30
H 1.78 -1.75 0.40
H 1.67 1.12 -1.11
H 2.06 1.29 0.71
H 0.64 1.89 0.24
*
```

Mulliken population analysis, charges in e, atoms 1 to 6: 0.7020, -0.0499, -0.4385, -1.0385, -0.0057, -0.5346


These records have relative energy (zero: lowest compared OMol25 entry of this formula, charge and spin) values of 307.14, 51.55, 177.19, 172.75 kcal per mole, in the order they appear.